One molecule with the formula C4H7NO2, computed with ωB97M-V with the def2-TZVPD basis set.

The HOMO-LUMO gap (alpha / beta) is 9.623 / 7.448 eV. The LUMO energy (alpha / beta) is 0.5 / -0.2 eV. The charge is 0.

```
14
Properties=species:S:1:pos:R:3:forces:R:3
C -2.075 0.977 0.749 -0.06 1.60 1.67
C -0.015 -0.226 0.469 2.45 0.69 0.28
C -0.626 -1.072 -0.542 -0.86 2.76 -2.18
C 1.160 0.508 -0.251 0.65 -0.87 0.15
N -2.804 0.376 -0.043 0.79 -0.72 -0.62
O -0.776 0.811 1.113 0.36 -0.55 -0.26
O -0.867 -2.297 -0.246 -0.72 -3.11 0.71
H -2.344 1.859 1.441 -0.46 -1.10 -1.17
H 0.401 -0.842 1.260 -0.25 -0.22 0.30
H -0.374 -0.780 -1.601 -0.74 -0.59 0.98
H 2.048 -0.100 -0.565 -1.08 -0.22 0.28
H 1.642 1.287 0.327 -0.54 0.41 0.24
H 0.696 0.862 -1.147 0.13 0.91 -0.63
H -1.208 -2.906 -0.934 0.33 1.04 0.24
```
Positions in Å, forces in eV/Å.



One molecule with the formula C4H9N2P, computed with ωB97M-V with the def2-TZVPD basis set.

The HOMO-LUMO gap (alpha / beta) is 7.604 / 7.601 eV. The LUMO energy (alpha / beta) is -0.4 / -0.4 eV. The charge is 0.

```
16
Properties=species:S:1:pos:R:3:forces:R:3
C 1.375 1.217 0.377 0.29 1.02 2.18
C 0.334 0.457 -0.514 -1.18 0.60 -0.50
C -1.045 0.984 -0.080 -1.46 2.21 1.18
C 0.290 -1.763 0.599 0.81 -0.21 0.70
N 2.662 0.581 0.267 -0.33 2.22 0.74
N 0.425 -0.986 -0.621 2.88 0.70 -0.29
P 2.970 -0.709 -0.387 -1.74 -2.33 -1.35
H 1.463 2.332 0.136 -0.20 -1.52 0.06
H 1.160 1.219 1.547 -0.02 -0.20 -2.33
H 0.410 0.910 -1.555 0.44 -0.85 0.95
H -1.041 2.152 -0.093 0.26 -1.81 -0.21
H -1.326 0.823 1.023 0.35 -0.40 -1.65
H -1.898 0.734 -0.778 1.06 -0.20 0.91
H -0.259 -2.681 0.478 -0.22 -0.51 -0.77
H 1.264 -2.121 1.067 -0.85 0.59 -0.30
H -0.286 -1.281 1.367 -0.09 0.70 0.67
```
Positions in Å, forces in eV/Å.



A 5-piece molecular cluster, C7H23NO4 overall, computed with ωB97M-V with the def2-TZVPD basis set.

As for the structure (SMILES): C=C(CC)C[C@@H](C)N.O.O.O.O. The HOMO-LUMO gap is 9.008 eV. The LUMO energy is 0.0 eV. The charge is 0.

```
35
Properties=species:S:1:pos:R:3:forces:R:3
C -0.217 -0.619 -2.138 0.26 -1.58 3.17
C -0.363 -0.832 -0.812 -0.53 2.05 0.50
C -0.159 -2.146 -0.201 -0.72 -1.97 1.72
C 1.282 -2.619 -0.230 0.86 -1.97 -1.81
C -0.807 0.199 0.308 2.31 1.84 -2.29
C -2.305 0.348 0.433 -0.51 0.71 2.61
C -2.425 1.390 1.616 2.31 -2.17 0.80
N -3.001 0.819 -0.770 -0.35 -0.64 2.58
H 0.250 -1.292 -2.795 0.26 -1.42 -0.56
H -0.534 0.223 -2.584 -0.83 3.15 -1.18
H -0.441 -2.197 0.907 0.05 0.52 -1.35
H -0.928 -2.854 -0.650 1.39 0.37 0.22
H 1.279 -3.732 -0.075 0.28 0.98 0.84
H 1.644 -2.667 -1.297 -0.09 0.76 0.87
H 2.031 -2.061 0.403 -1.01 -0.64 -0.62
H -0.332 1.331 0.094 -1.26 -3.08 0.44
H -0.346 -0.123 1.273 -0.41 0.22 -0.78
H -2.738 -0.651 0.836 0.38 1.53 -1.02
H -3.364 1.704 1.857 -3.16 -0.22 0.91
H -1.845 1.043 2.584 -1.23 0.61 -1.98
H -2.070 2.352 1.359 1.43 0.95 -0.75
H -2.947 0.042 -1.376 0.09 -0.05 -1.67
H -2.678 1.723 -1.065 0.37 -0.22 -0.60
O -0.233 2.512 -2.029 0.71 -0.53 -2.77
H -0.280 3.155 -1.346 0.26 1.10 0.73
H 0.305 2.867 -2.800 -1.17 -0.20 1.64
O 1.993 1.499 -0.795 0.77 0.51 -1.78
H 2.835 1.893 -1.154 -1.33 -0.67 0.47
H 1.377 1.392 -1.585 0.90 0.11 1.60
O 1.602 -1.388 3.261 3.75 -0.68 -0.10
H 1.204 -1.349 2.400 -0.30 0.10 -0.67
H 2.625 -1.518 3.007 -3.50 0.64 0.83
O 3.379 0.158 1.249 -2.08 -2.13 -3.22
H 3.495 0.984 1.612 0.67 2.89 1.78
H 2.712 0.416 0.504 1.42 -0.88 1.43
```
Positions in Å, forces in eV/Å.



One molecule with the formula C4H6N2O, computed with ωB97M-V with the def2-TZVPD basis set.

The HOMO-LUMO gap is 9.197 eV. The LUMO energy is 0.7 eV. The charge is 0.

```
13
Properties=species:S:1:pos:R:3:forces:R:3
C 1.575 -1.929 0.018 0.51 -0.53 0.10
C 0.228 -0.651 -0.356 -0.26 -0.31 -0.54
N 0.388 -1.643 -1.034 0.21 0.51 0.67
O -1.637 0.604 -1.376 0.04 0.28 0.27
C -1.143 1.106 -0.369 -0.15 0.11 -0.06
N -1.576 2.301 0.139 -0.19 0.13 0.06
C -0.036 0.468 0.326 -0.12 0.13 -0.06
H 1.869 -2.850 -0.457 0.41 -0.27 0.22
H 2.404 -1.210 -0.002 -0.27 -0.13 -0.15
H 1.254 -2.117 1.050 -0.08 0.02 -0.33
H -1.384 2.505 1.107 -0.05 0.04 -0.10
H -2.465 2.601 -0.227 0.02 0.09 0.06
H 0.523 0.816 1.182 -0.08 -0.08 -0.15
```
Positions in Å, forces in eV/Å.



A 5-piece molecular cluster, C34H68N2O19P4 overall, computed with ωB97M-V with the def2-TZVPD basis set.

As for the structure (SMILES): CCCCCCC1=C(OCC)C(=O)c2c(N)ccc(NCCCC)c2C1=O.COP(=O)(OC)OC.COP(=O)(OC)OC.COP(=O)(OC)OC.COP(=O)(OC)OC. The HOMO-LUMO gap is 7.499 eV. The LUMO energy is -0.6 eV. The charge is 0.

```
127
Properties=species:S:1:pos:R:3:forces:R:3
C 5.127 -2.541 -0.223 -0.09 0.59 -0.13
C 4.938 -1.630 -1.447 0.44 -0.17 -0.20
C 4.897 -2.385 -2.780 -0.54 0.43 0.19
C 3.591 -3.144 -3.030 -0.20 0.08 -0.43
C 2.378 -2.194 -3.147 0.51 -0.23 0.48
C 1.670 -2.010 -1.768 0.01 0.68 -1.02
C 0.258 -2.499 -1.814 0.15 -0.03 0.30
C -0.114 -3.725 -1.449 -0.24 -0.24 0.36
O 0.798 -4.630 -0.948 -0.30 0.59 -0.04
C 0.590 -4.855 0.446 -0.11 0.07 1.29
C 1.189 -3.751 1.322 -0.33 -0.36 -0.57
C -1.589 -4.126 -1.582 0.15 0.39 -0.09
O -1.971 -5.216 -1.964 0.03 0.51 0.42
C -2.528 -3.020 -1.249 0.35 0.01 -0.21
C -3.737 -3.244 -0.615 -0.32 -0.40 -0.05
N -4.208 -4.530 -0.237 0.32 -0.08 0.13
C -4.555 -2.146 -0.327 0.53 -0.25 -0.01
C -4.132 -0.882 -0.644 -0.54 0.34 0.40
C -2.915 -0.624 -1.282 -0.04 0.04 -0.35
N -2.565 0.711 -1.548 0.36 -0.31 0.35
C -2.205 1.456 -0.318 -0.72 1.04 -0.15
C -0.923 2.272 -0.410 0.61 -0.45 0.28
C 0.326 1.496 -0.833 -0.10 0.55 -0.60
C 1.535 2.439 -1.005 -0.36 -0.95 -0.38
C -2.118 -1.718 -1.589 -0.05 0.10 -0.20
C -0.812 -1.571 -2.288 -0.16 -0.35 -0.31
O -0.623 -0.779 -3.190 0.12 0.14 0.37
H 4.612 -2.125 0.645 -0.05 -0.12 0.05
H 4.759 -3.550 -0.410 0.06 -0.07 0.11
H 6.185 -2.554 0.036 0.01 -0.34 0.00
H 5.775 -0.932 -1.491 -0.13 0.04 0.13
H 4.047 -1.007 -1.354 -0.05 -0.05 0.03
H 4.952 -1.619 -3.562 0.21 -0.14 -0.14
H 5.767 -3.035 -2.891 -0.01 -0.05 0.08
H 3.366 -3.870 -2.245 0.20 -0.19 -0.08
H 3.698 -3.679 -3.977 -0.02 -0.19 0.09
H 1.658 -2.550 -3.882 0.02 -0.06 -0.02
H 2.762 -1.238 -3.506 -0.25 0.10 -0.03
H 1.649 -0.935 -1.576 -0.07 -0.04 0.27
H 2.250 -2.494 -0.989 -0.14 -0.11 0.08
H 1.019 -5.812 0.738 0.11 -0.11 -0.50
H -0.475 -4.916 0.700 -0.11 -0.05 -0.44
H 0.775 -3.847 2.325 0.15 0.01 0.08
H 2.272 -3.843 1.346 0.04 0.25 0.04
H 0.871 -2.792 0.913 0.21 0.16 0.17
H -3.697 -5.268 -0.704 0.00 0.06 -0.13
H -4.058 -4.656 0.758 -0.33 -0.02 0.07
H -5.509 -2.347 0.140 -0.06 0.16 0.02
H -4.781 -0.050 -0.402 0.10 0.12 -0.07
H -1.846 0.759 -2.255 0.08 -0.03 0.05
H -3.012 2.173 -0.133 0.00 -0.04 0.21
H -2.193 0.821 0.569 0.16 -0.27 -0.17
H -1.021 3.133 -1.076 -0.20 -0.05 -0.07
H -0.720 2.670 0.589 -0.23 0.14 0.00
H 0.138 1.089 -1.829 0.09 -0.30 0.10
H 0.551 0.651 -0.177 -0.12 0.10 0.21
H 1.566 3.216 -0.245 0.20 0.01 0.03
H 2.439 1.830 -1.023 0.21 0.28 0.25
H 1.459 2.867 -2.006 0.05 0.43 0.16
C -4.934 3.060 6.316 0.05 0.14 0.08
O -4.035 2.806 5.219 -2.59 -1.16 -0.04
P -4.557 3.088 3.696 4.25 3.07 -2.20
O -3.588 2.389 2.847 -0.40 -0.66 0.15
O -4.311 4.695 3.808 -0.25 0.06 -0.32
C -2.984 5.185 4.014 0.05 0.09 0.29
O -5.850 3.323 2.758 -1.16 -1.37 2.09
C -6.924 4.164 3.213 -0.18 0.19 -0.10
H -4.359 2.993 7.235 0.07 -0.03 -0.05
H -5.367 4.061 6.241 0.05 0.00 -0.01
H -5.729 2.315 6.339 0.02 -0.02 0.05
H -2.239 4.476 3.654 -0.05 -0.05 -0.02
H -2.821 5.383 5.074 0.04 -0.05 0.01
H -2.893 6.120 3.465 -0.07 -0.01 -0.03
H -6.618 5.207 3.141 0.07 -0.01 0.13
H -7.215 3.939 4.238 -0.02 0.00 0.00
H -7.781 4.002 2.563 0.08 -0.17 -0.05
C -7.930 8.546 2.341 -0.06 0.08 -0.14
O -6.793 9.426 2.399 0.12 -2.49 0.94
P -5.356 8.876 1.857 2.03 3.76 -2.87
O -4.372 9.818 2.397 -0.16 -0.32 0.58
O -5.703 9.103 0.288 0.20 -0.32 -0.04
C -5.920 10.434 -0.176 -0.30 0.08 -0.03
O -4.555 7.514 1.576 -1.96 -0.88 1.41
C -5.190 6.426 0.869 0.15 -0.19 -0.16
H -8.815 9.134 2.566 0.05 0.06 0.03
H -8.038 8.112 1.343 0.01 0.04 0.00
H -7.836 7.750 3.081 -0.04 0.01 0.03
H -5.420 11.164 0.460 0.03 -0.05 0.04
H -6.990 10.647 -0.209 0.00 0.04 0.04
H -5.519 10.500 -1.185 0.03 -0.05 0.01
H -5.241 6.649 -0.194 -0.05 0.16 0.04
H -6.188 6.240 1.261 -0.03 -0.05 -0.08
H -4.584 5.534 1.011 0.04 0.07 0.19
C -0.085 -7.058 -2.145 -0.24 -0.67 -0.41
O 0.898 -7.898 -1.481 -2.37 -0.24 0.08
P 0.844 -9.492 -1.741 4.83 -1.41 -0.79
O 1.660 -10.082 -0.674 -0.54 0.13 0.34
O 1.592 -9.430 -3.185 -0.21 -0.37 -0.09
C 2.944 -8.983 -3.227 0.01 0.31 -0.08
O -0.161 -10.652 -2.217 -1.59 1.96 0.44
C -0.979 -10.459 -3.389 -0.09 -0.15 -0.13
H 0.128 -6.010 -2.004 0.51 -0.73 0.00
H -0.119 -7.282 -3.216 0.03 -0.04 0.04
H -1.059 -7.240 -1.702 -0.03 -0.13 -0.03
H 3.445 -9.139 -2.272 -0.05 -0.03 0.03
H 2.978 -7.923 -3.490 0.02 0.01 0.06
H 3.456 -9.552 -4.000 -0.04 -0.04 0.00
H -0.372 -10.566 -4.286 0.08 0.07 0.05
H -1.462 -9.483 -3.384 -0.01 -0.02 -0.02
H -1.744 -11.231 -3.384 0.02 -0.01 0.13
C 8.150 2.357 2.850 0.14 -0.05 0.04
O 7.759 1.347 1.899 -1.06 2.43 -0.08
P 7.748 1.731 0.316 2.21 -3.93 -2.41
O 6.960 0.667 -0.314 -0.45 0.36 0.32
O 9.351 1.572 0.120 -0.05 0.30 -0.24
C 9.935 0.283 0.305 0.13 -0.04 0.28
O 7.659 2.989 -0.676 -0.68 1.05 2.28
C 8.479 4.154 -0.447 0.07 0.14 -0.17
H 8.272 1.872 3.814 -0.04 -0.07 -0.04
H 9.099 2.817 2.562 0.00 -0.04 0.00
H 7.378 3.123 2.932 -0.01 -0.01 0.04
H 9.209 -0.511 0.138 -0.05 0.05 -0.02
H 10.344 0.201 1.313 -0.04 -0.04 0.01
H 10.748 0.185 -0.412 -0.02 0.05 -0.03
H 9.506 3.948 -0.744 -0.01 -0.11 0.06
H 8.451 4.465 0.596 0.01 0.03 -0.01
H 8.084 4.956 -1.064 -0.12 -0.07 0.00
```
Positions in Å, forces in eV/Å.



A 2-piece molecular cluster, C5H14N2O overall, computed with ωB97M-V with the def2-TZVPD basis set.

As for the structure (SMILES): C=NCC.NCCO. The HOMO-LUMO gap is 10.522 eV. The LUMO energy is 1.0 eV. The charge is 0.

```
22
Properties=species:S:1:pos:R:3:forces:R:3
C 0.816 0.726 1.818 -0.24 0.02 0.24
N 1.423 0.375 0.778 0.12 0.12 -0.26
C 2.456 1.274 0.284 0.21 -0.29 -0.42
C 2.252 1.601 -1.193 -0.06 0.19 0.28
H 0.048 0.080 2.235 -0.04 0.05 0.00
H 1.024 1.675 2.320 0.02 0.00 0.13
H 3.395 0.729 0.394 0.11 0.09 0.02
H 2.532 2.196 0.868 -0.12 0.03 0.14
H 2.381 0.725 -1.821 0.00 -0.13 -0.05
H 1.254 2.002 -1.366 -0.06 0.01 -0.02
H 2.971 2.361 -1.493 0.08 -0.01 -0.09
N -3.114 -2.084 0.436 0.41 -0.32 -0.04
C -1.981 -1.159 0.325 -0.05 0.15 -0.21
C -1.632 -0.958 -1.142 0.25 -0.10 0.01
O -0.710 0.093 -1.358 -0.13 0.10 -0.09
H -2.842 -2.957 -0.019 -0.18 0.16 -0.01
H -3.230 -2.345 1.407 -0.17 0.08 0.10
H -1.085 -1.507 0.853 0.07 0.03 0.06
H -2.259 -0.184 0.731 -0.06 -0.05 0.08
H -2.531 -0.703 -1.694 -0.13 0.04 -0.05
H -1.242 -1.900 -1.554 -0.06 0.00 -0.01
H 0.075 -0.039 -0.811 0.03 -0.16 0.17
```
Positions in Å, forces in eV/Å.



Electronic energy: -9842.3640, -16559.3500, -17309.4938, -9270.0754, -115401.4842, -10438.6963 (eV)
Strongest force on any atom: 3.6, 3.2, 4.4, 0.9, 5.7, 0.6 (eV/Å)
Relative energy (zero: lowest compared OMol25 entry of this formula, charge and spin): 474.3, 341.2, 258.0, 330.6, 0.0, 225.0 (kJ/mol)